No. 1
{"formula": "C3H7N2S", "method": "ωB97M-V/def2-TZVPD", "species": ["S", "N", "N", "C", "C", "C", "H", "H", "H", "H", "H", "H", "H"], "coordinates": [[1.862, -0.670, 0.091], [-0.823, -1.682, 0.290], [0.423, 1.299, -0.730], [-0.081, -0.622, 0.747], [-0.579, 0.766, 0.192], [1.613, 0.730, -0.790], [-1.211, -2.424, 0.883], [-0.646, 1.385, 0.979], [-0.086, -0.735, 1.911], [2.315, 1.054, -1.379], [0.009, 1.961, -1.352], [-1.462, 0.536, -0.232], [-1.333, -1.599, -0.610]], "forces_ev_per_angstrom": [[-0.80, 0.45, 0.63], [-1.36, -0.75, -1.37], [-0.32, -0.79, 0.45], [-0.31, -0.41, 1.84], [4.54, -2.96, -0.12], [-4.83, -2.09, 3.20], [0.71, 0.77, -0.23], [-0.59, 2.43, 2.72], [0.70, 0.76, -2.18], [3.72, 2.06, -3.43], [0.79, 0.78, -0.72], [-3.04, -0.08, -1.78], [0.80, -0.16, 0.99]], "mulliken_charge": [-0.04, -0.45, -0.12, 0.12, -0.92, -0.06, 0.23, 0.33, 0.42, 0.50, 0.26, 0.53, 0.21], "de_lowest_kcal_mol": 32.7, "homo_lumo_gap_ev": 9.50, "e_lumo_ev": -4.424, "total_charge": 1, "homo_energy_ev": -13.923}

No. 2
{"formula": "C24H50N3O5", "method": "ωB97M-V/def2-TZVPD", "species": ["O", "O", "O", "O", "O", "N", "N", "N", "C", "C", "C", "C", "C", "C", "C", "C", "C", "C", "C", "C", "C", "C", "C", "C", "C", "C", "C", "C", "C", "C", "C", "C", "H", "H", "H", "H", "H", "H", "H", "H", "H", "H", "H", "H", "H", "H", "H", "H", "H", "H", "H", "H", "H", "H", "H", "H", "H", "H", "H", "H", "H", "H", "H", "H", "H", "H", "H", "H", "H", "H", "H", "H", "H", "H", "H", "H", "H", "H", "H", "H", "H", "H"], "coordinates": [[4.527, 3.468, 1.399], [-3.810, -4.436, 1.516], [-3.496, -3.454, 4.234], [-0.549, 0.030, 1.019], [-2.044, -6.039, -1.841], [-1.696, 0.051, 0.317], [-3.707, -4.842, 0.180], [4.584, 3.124, 0.105], [2.848, 1.419, 0.820], [-1.379, -0.384, -1.077], [-1.398, 2.049, -1.837], [-1.064, -4.112, 4.192], [-2.592, -4.707, 2.253], [5.440, 3.967, -2.085], [-1.608, 2.472, -0.390], [-3.888, -6.299, 0.090], [-2.701, -6.969, -0.894], [6.125, 5.113, -0.053], [-2.277, 1.910, 1.937], [2.484, 4.633, -1.319], [-3.825, 1.334, 0.130], [-2.310, 1.404, 0.476], [-0.672, 0.710, -1.896], [3.493, 1.599, -1.534], [-2.355, -3.597, 3.385], [-0.507, -1.661, -1.102], [4.934, 4.350, -0.675], [-2.669, -0.806, -1.815], [3.748, 5.322, -0.819], [3.300, 2.448, -0.245], [-1.172, -6.436, -0.579], [2.140, 3.449, -0.425], [1.654, 5.346, -1.312], [1.829, 3.836, 0.552], [2.601, 4.309, -2.356], [-1.007, -5.348, -0.367], [3.639, 0.692, 1.026], [-2.823, -8.091, -1.191], [0.352, 0.847, -1.531], [0.501, -1.488, -0.724], [3.533, 5.797, 0.145], [-2.661, -5.724, 2.755], [4.525, 1.590, -1.881], [-4.450, 1.663, 0.963], [-0.581, 0.397, -2.941], [-3.243, -1.521, -1.216], [-0.396, -2.031, -2.124], [2.562, 1.888, 1.764], [1.971, 0.867, 0.472], [5.866, 4.836, -2.592], [-1.113, -5.250, 4.256], [-0.119, -3.871, 3.628], [-3.121, -3.284, 5.117], [-0.390, -7.164, -0.915], [-2.354, 1.998, -2.364], [-2.105, -2.631, 2.831], [-2.433, -1.296, -2.764], [-0.631, 2.711, 0.042], [6.984, 4.451, 0.089], [6.225, 3.209, -2.028], [-2.836, -4.417, -0.174], [-3.319, 0.029, -2.070], [2.861, 1.945, -2.356], [5.878, 5.564, 0.909], [-1.648, -4.719, 1.635], [-4.083, 1.958, -0.728], [-2.183, 3.404, -0.368], [-3.888, -6.888, 1.042], [4.652, 3.597, -2.742], [-2.835, 2.844, 2.028], [3.255, 0.545, -1.369], [6.443, 5.929, -0.705], [-1.032, -3.687, 5.233], [-4.509, -4.375, -0.285], [-2.732, 1.182, 2.616], [1.266, 2.929, -0.835], [-4.824, -6.606, -0.477], [-1.264, 2.118, 2.288], [-0.965, -2.461, -0.509], [-4.164, 0.319, -0.075], [4.009, 6.133, -1.505], [-0.803, 2.807, -2.355]], "forces_ev_per_angstrom": [[0.59, -0.88, -1.51], [0.37, 0.70, 0.45], [1.16, -0.24, -0.34], [-1.82, -0.57, -0.57], [-1.16, -2.81, 2.08], [3.61, 1.22, 0.74], [-1.02, 0.26, 0.78], [-1.57, 1.96, 2.91], [0.42, 0.44, 0.53], [-0.67, -1.27, -1.48], [0.00, -0.01, 0.09], [-0.50, -0.51, -0.82], [0.91, -0.19, 2.02], [-0.23, -0.21, -0.23], [0.29, -0.11, -0.23], [1.12, -3.92, -3.49], [2.77, 2.66, 1.37], [-0.20, -0.26, 0.62], [0.70, -0.50, 0.12], [-0.03, -0.01, 0.05], [-0.26, -0.25, -0.20], [-1.79, 1.08, 0.45], [0.09, 0.35, 0.12], [0.22, -0.04, -0.33], [1.09, -0.51, -0.64], [0.30, 0.30, 0.50], [1.30, 0.76, -1.59], [-0.25, 0.23, -0.13], [-0.36, -0.13, 0.18], [-0.79, -1.66, -0.87], [-3.29, -0.03, -3.75], [0.10, 0.39, 0.00], [0.03, -0.04, -0.04], [0.18, -0.10, 0.07], [0.05, -0.01, -0.01], [0.58, -1.72, 1.26], [0.00, 0.10, -0.03], [0.19, 2.34, 0.51], [-0.08, -0.11, 0.14], [-0.16, 0.03, 0.17], [0.11, -0.16, 0.05], [-0.16, 1.13, -0.63], [-0.06, 0.14, 0.04], [0.23, 0.14, -0.03], [-0.07, -0.22, 0.15], [-0.01, 0.08, 0.07], [-0.21, 0.20, 0.01], [0.19, 0.05, -0.08], [0.08, 0.16, -0.23], [-0.06, 0.02, 0.23], [0.03, 1.42, 0.21], [-0.97, -0.03, 0.71], [-0.52, -0.03, -0.37], [-0.50, 1.12, 0.73], [-0.01, -0.03, -0.02], [-0.44, -0.98, 0.81], [0.20, 0.06, 0.14], [-0.08, -0.17, 0.14], [-0.11, 0.00, 0.02], [-0.07, 0.02, 0.05], [-0.04, -0.69, -0.58], [-0.01, -0.06, 0.15], [0.09, 0.05, -0.01], [-0.04, -0.21, -0.01], [-1.17, 0.22, 0.19], [0.02, -0.10, -0.02], [-0.09, -0.21, 0.20], [0.17, 1.32, -0.56], [0.04, -0.07, 0.07], [-0.07, -0.14, -0.28], [-0.15, 0.15, 0.14], [-0.20, -0.18, -0.15], [0.04, -0.32, -1.12], [0.60, -0.12, 0.20], [0.03, 0.02, -0.08], [0.24, -0.17, 0.05], [0.82, 1.09, 0.94], [-0.04, -0.18, -0.09], [-0.01, 0.06, 0.09], [0.12, 0.04, -0.06], [0.23, -0.15, 0.06], [-0.06, -0.03, 0.00]], "mulliken_charge": [-0.56, -0.28, -0.50, -0.50, -0.40, 0.59, 0.22, 0.37, -1.82, 1.89, -0.59, -1.14, -0.32, -1.83, -1.15, -0.55, 0.18, -1.75, -1.93, -0.98, -1.77, 1.85, -0.86, -1.92, 0.44, -1.74, 1.60, -1.87, -1.35, 2.13, -0.33, -0.12, 0.48, 0.74, 0.26, -0.02, 0.48, 0.37, -0.17, 0.29, 0.38, 0.31, 0.47, 0.51, 0.50, 0.23, 0.48, 0.38, 0.26, 0.44, 0.31, 0.32, 0.39, 0.40, 0.49, -0.07, 0.46, 0.10, 0.44, 0.38, 0.05, 0.37, 0.33, 0.36, 0.14, 0.34, 0.39, 0.27, 0.36, 0.49, 0.38, 0.41, 0.41, 0.41, 0.48, -0.92, 0.40, 0.30, 0.24, 0.30, 0.43, 0.44], "homo_lumo_gap_ev": [7.11, 7.76], "e_lumo_ev": [-3.020, -3.040], "total_charge": 1, "multiplicity": 3, "homo_energy_ev": [-10.134, -10.805]}

No. 3
{"formula": "C18H22Cl2O2Re", "method": "ωB97M-V/def2-TZVPD", "species": ["Re", "Cl", "Cl", "O", "O", "C", "C", "C", "C", "C", "C", "C", "C", "C", "C", "C", "C", "C", "C", "C", "C", "C", "C", "H", "H", "H", "H", "H", "H", "H", "H", "H", "H", "H", "H", "H", "H", "H", "H", "H", "H", "H", "H", "H", "H"], "coordinates": [[0.000, 0.000, 0.000], [0.764, -0.932, 2.064], [-0.384, 1.966, 1.263], [-0.957, -1.670, -0.035], [1.231, -4.158, 2.770], [1.863, -0.872, -0.992], [-6.526, 0.434, 3.840], [-4.224, 0.363, 2.299], [2.384, 0.260, -0.277], [1.004, -0.371, -2.019], [3.404, 0.233, 0.797], [1.863, 1.435, -0.865], [-5.257, -0.400, 1.936], [1.006, 1.062, -1.925], [-5.525, 1.184, 4.195], [0.342, -1.172, -3.079], [-4.398, 1.292, 3.363], [2.197, 2.823, -0.471], [-6.487, -0.260, 2.623], [-2.886, 0.243, 1.589], [2.247, -2.291, -0.783], [0.349, 2.009, -2.858], [-1.738, 0.140, 0.979], [3.133, -2.530, -1.374], [1.099, 2.422, -3.535], [-0.619, -0.748, -3.357], [-7.382, -0.682, 2.215], [4.374, 0.509, 0.377], [3.064, 3.167, -1.039], [2.466, -2.491, 0.260], [-1.725, -1.616, -0.625], [-7.381, 0.346, 4.477], [2.438, 2.893, 0.585], [-5.560, 1.720, 5.120], [0.970, -1.203, -3.971], [0.914, -5.051, 2.556], [-3.677, 2.065, 3.529], [3.169, 0.937, 1.590], [-5.156, -1.106, 1.139], [-0.117, 2.834, -2.328], [1.450, -2.965, -1.080], [-0.416, 1.525, -3.452], [0.174, -2.194, -2.756], [3.494, -0.748, 1.245], [1.375, 3.504, -0.668]], "forces_ev_per_angstrom": [[-0.45, -1.70, 2.86], [0.24, 0.04, 0.16], [1.50, 4.00, 0.67], [-0.24, -2.34, -2.25], [0.19, -0.54, 0.01], [1.14, 0.73, -0.71], [-3.49, -2.81, -1.98], [5.06, 2.11, 0.08], [-0.53, -0.92, -0.62], [0.26, 0.23, 0.41], [0.14, -0.04, 0.15], [-0.01, 0.38, -0.96], [-3.72, -1.01, 0.17], [0.36, 0.03, 0.30], [4.24, 2.56, 0.37], [0.02, -0.14, -0.12], [-0.39, -0.77, -0.11], [0.17, 0.14, -0.08], [1.13, -0.19, -0.06], [2.67, -0.54, -1.83], [0.02, -0.09, 0.09], [-0.02, 0.18, -0.09], [-7.63, 0.90, 2.73], [0.14, -0.04, -0.11], [-0.01, 0.13, -0.18], [-0.17, 0.06, -0.08], [-0.32, -0.63, 0.04], [0.16, 0.06, -0.08], [0.22, 0.18, -0.08], [-0.14, -0.16, 0.23], [0.13, -0.10, 0.42], [-0.63, 0.03, 0.13], [-0.05, 0.00, 0.14], [0.06, 0.48, 0.37], [0.04, -0.04, -0.18], [0.06, 0.20, 0.04], [0.60, -0.05, 0.22], [-0.10, 0.06, 0.12], [-0.02, -0.14, -0.45], [-0.06, 0.15, 0.10], [-0.15, -0.10, 0.10], [-0.17, -0.12, -0.15], [-0.05, -0.10, 0.11], [-0.08, -0.15, 0.09], [-0.15, 0.08, 0.04]], "mulliken_charge": [0.43, -0.28, -0.54, -0.74, -1.09, 0.59, -0.35, 0.34, 1.10, 0.58, -1.82, -0.05, -0.40, 1.01, -0.41, -1.73, -0.52, -1.62, -0.46, 0.25, -1.70, -1.87, -0.28, 0.27, 0.30, 0.42, 0.36, 0.31, 0.34, 0.38, 0.24, 0.35, 0.33, 0.35, 0.29, 0.09, 0.44, 0.43, 0.44, 0.37, 0.35, 0.37, 0.37, 0.40, 0.35], "de_lowest_kcal_mol": 60.4, "homo_lumo_gap_ev": [4.16, 4.25], "e_lumo_ev": [4.794, 4.775], "total_charge": -2, "multiplicity": 4, "homo_energy_ev": [0.636, 0.528]}

| no. | DFT total energy (Ha) |
| --- | --- |
| 1 | -625.92014 |
| 2 | -1484.32411 |
| 3 | -1848.03634 |